ORCA calculation (wB97M-V/def2-TZVPD) on a cluster of 2 separate species, C6H16O2 in total at a distorted geometry.

Output
Gap between HOMO and LUMO in eV: 10.7
Energy in eV: -10574.6382
Highest occupied orbital energy in eV: -9.73
Total charge: 0
Structure (SMILES): CCOC.CCOC

Atoms and positions in Å:
1 C 3.387 0.610 -1.526
2 C 2.036 -0.114 -1.327
3 O 1.047 0.673 -0.650
4 C 0.000 0.000 0.000
5 H 3.686 1.097 -0.582
6 H 3.172 1.392 -2.273
7 H 4.231 -0.001 -1.889
8 H 2.194 -0.884 -0.547
9 H 1.683 -0.628 -2.241
10 H -0.679 0.822 0.281
11 H 0.178 -0.629 0.889
12 H -0.492 -0.614 -0.773
13 C -0.390 0.836 -4.792
14 C -0.547 1.021 -6.305
15 O -1.887 1.038 -6.645
16 C -2.121 1.016 -8.015
17 H 0.671 0.774 -4.497
18 H -0.882 -0.119 -4.540
19 H -0.870 1.643 -4.213
20 H 0.055 0.251 -6.826
21 H -0.199 2.013 -6.653
22 H -3.218 1.026 -8.131
23 H -1.719 0.141 -8.553
24 H -1.710 1.931 -8.475

Löwdin atomic charge list, values in e, 6 entries:
1 C -0.07
2 C -0.28
3 O -0.22
4 C -0.13
5 H 0.08
6 H 0.07


ORCA calculation (wB97M-V/def2-TZVPD) on a cluster of 4 separate species, C6H16O4 in total at a distorted geometry.

Output
Gap between HOMO and LUMO in eV: 8.1
Energy in eV: -14669.4777
Highest occupied orbital energy in eV: -7.64
Total charge: 0
Structure (SMILES): C/C=C/C=C(/C)O.O.O.O

Atoms and positions in Å:
1 C 2.947 0.497 -1.463
2 C 1.440 0.438 -1.593
3 C 0.734 -0.642 -1.222
4 C -0.668 -0.777 -1.028
5 C -1.512 0.285 -0.862
6 C -3.035 0.188 -0.882
7 O -1.083 1.534 -0.828
8 H 3.259 1.488 -1.662
9 H 3.545 -0.019 -0.697
10 H 3.286 -0.127 -2.402
11 H 1.067 1.310 -2.048
12 H 1.297 -1.533 -0.875
13 H -1.090 -1.747 -0.827
14 H -3.274 1.055 -0.260
15 H -3.508 -0.707 -0.432
16 H -3.359 0.088 -1.913
17 H -0.088 1.569 -0.668
18 O -1.211 1.700 2.043
19 H -2.176 1.661 1.994
20 H -1.066 2.460 1.461
21 O 0.746 -2.867 1.235
22 H 1.719 -2.891 1.369
23 H 0.714 -2.286 2.025
24 O 0.395 -0.580 3.384
25 H -0.009 -0.285 2.539
26 H 0.931 0.189 3.612

Löwdin atomic charge list, values in e, 6 entries:
1 C -0.11
2 C -0.18
3 C -0.13
4 C -0.08
5 C -0.41
6 C -0.01


ORCA calculation (wB97M-V/def2-TZVPD) on the molecule C6H16P4 at a distorted geometry.

Output
Gap between HOMO and LUMO in eV: 9.1
Energy in eV: -43632.8459
Highest occupied orbital energy in eV: -8.77
Total charge: 0
Structure (SMILES): C=C[C@@H](C)CC[PH]#P(P)P

Atoms and positions in Å:
1 C -2.179 -1.352 -1.823
2 C -1.617 -0.726 -0.805
3 C -1.973 0.510 -0.011
4 C -3.132 0.375 1.005
5 C -0.707 0.753 0.830
6 C 0.383 1.750 0.333
7 P 1.631 1.045 -0.795
8 P 2.713 -0.033 0.763
9 P 4.737 0.048 -0.114
10 P 2.229 -2.182 0.392
11 H -2.782 -0.872 -2.530
12 H -1.878 -2.397 -1.977
13 H -0.963 -1.315 -0.168
14 H -2.232 1.367 -0.745
15 H -2.761 -0.115 1.828
16 H -4.033 -0.222 0.650
17 H -3.467 1.382 1.204
18 H -0.367 -0.145 1.195
19 H -1.234 1.219 1.649
20 H -0.238 2.497 -0.322
21 H 0.829 2.135 1.270
22 H 1.165 -0.468 -1.095
23 H 4.659 0.624 -1.538
24 H 5.084 1.355 0.369
25 H 2.809 -2.683 -0.779
26 H 3.326 -2.550 1.214

Löwdin atomic charge list, values in e, 6 entries:
1 C 0.02
2 C -0.20
3 C -0.38
4 C -0.06
5 C -0.30
6 C -0.53


ORCA calculation (wB97M-V/def2-TZVPD) on a structure of composition C6H17BFNO8SSi2 at a distorted geometry.

Output
Gap between HOMO and LUMO in eV: 10.0
Energy in eV: -54352.8589
Highest occupied orbital energy in eV: -10.62
Total charge: 0

Atoms and positions in Å:
1 N 5.601 2.546 0.108
2 C 4.456 2.994 -0.363
3 O 3.395 3.234 -1.398
4 Si 1.949 2.300 -0.922
5 C 2.434 0.560 -0.167
6 C 1.114 -0.073 0.640
7 F 1.258 -1.533 0.842
8 O 0.870 1.957 -2.266
9 Si 1.631 2.243 -3.825
10 O 0.389 1.859 -5.059
11 B 3.131 1.081 -4.219
12 O 3.983 0.389 -3.232
13 O 3.443 0.835 -5.667
14 H 1.232 3.039 0.146
15 H 3.264 0.686 0.681
16 H 2.804 -0.203 -0.978
17 H 1.171 0.417 1.727
18 H 0.089 0.224 0.126
19 H 2.001 3.665 -4.037
20 H -0.133 1.087 -4.644
21 H 4.143 -0.531 -3.608
22 H 4.306 1.343 -5.846
23 O -5.290 -0.753 2.519
24 S -3.981 -0.860 3.125
25 O -2.839 -0.121 2.625
26 O -3.576 -2.434 3.239
27 C -3.582 -3.225 2.057
28 C -2.381 -2.925 1.180
29 C -4.130 -0.534 4.863
30 H -4.519 -3.089 1.506
31 H -3.541 -4.273 2.371
32 H -2.425 -1.906 0.785
33 H -2.338 -3.612 0.331
34 H -1.452 -3.008 1.755
35 H -4.965 -1.110 5.263
36 H -4.316 0.536 4.987
37 H -3.194 -0.806 5.356

Löwdin atomic charge list, values in e, 6 entries:
1 N 0.12
2 C -0.20
3 O -0.23
4 Si 0.55
5 C -0.23
6 C -0.19


ORCA calculation (wB97M-V/def2-TZVPD) on a cluster of 2 separate species, C6H17BrN2O2Si in total.

Output
Gap between HOMO and LUMO in eV: 9.8
Energy in eV: -91493.7461
Highest occupied orbital energy in eV: -9.22
Total charge: 0
Structure (SMILES): CNC[Si@@H](N)CC(=O)Br.CCO

Atoms and positions in Å:
1 C 2.539 2.467 2.291
2 N 2.624 2.282 0.853
3 C 2.636 0.886 0.431
4 Si 0.938 0.059 0.449
5 N 0.995 -1.272 1.559
6 C -0.384 1.365 0.849
7 C -1.691 0.958 0.279
8 O -2.321 -0.018 0.542
9 Br -2.382 2.188 -1.081
10 H 2.938 3.443 2.575
11 H 3.103 1.702 2.846
12 H 1.500 2.431 2.633
13 H 3.426 2.774 0.488
14 H 3.336 0.274 1.023
15 H 2.978 0.832 -0.608
16 H 0.610 -0.481 -0.887
17 H 1.399 -1.017 2.453
18 H 0.119 -1.754 1.721
19 H -0.523 1.418 1.935
20 H -0.057 2.339 0.486
21 C -1.636 -2.534 -2.744
22 C -3.073 -2.176 -2.410
23 O -3.415 -2.481 -1.064
24 H -1.459 -3.596 -2.567
25 H -1.407 -2.311 -3.787
26 H -0.943 -1.967 -2.118
27 H -3.759 -2.753 -3.030
28 H -3.253 -1.114 -2.614
29 H -2.842 -1.947 -0.503

Löwdin atomic charge list, values in e, 6 entries:
1 C -0.14
2 N -0.19
3 C -0.31
4 Si 0.57
5 N -0.08
6 C -0.28


ORCA calculation (wB97M-V/def2-TZVPD) on the ion C6H17N2 with charge +1 at a distorted geometry.

Output
Gap between HOMO and LUMO in eV: 8.6
Energy in eV: -9469.9827
Highest occupied orbital energy in eV: -12.08
Total charge: +1
Structure (SMILES): CCNC[C@H]([NH3+])CC

Atoms and positions in Å:
1 C 1.496 2.796 1.774
2 C 0.751 1.979 0.776
3 N -0.228 0.903 1.165
4 C -1.148 0.536 0.224
5 C -0.545 -0.562 -0.845
6 N -1.674 -1.309 -1.450
7 C 0.560 -1.455 -0.286
8 C 0.915 -2.644 -1.174
9 H 2.411 3.252 1.415
10 H 1.600 2.305 2.746
11 H 0.844 3.643 2.008
12 H 1.372 1.424 0.040
13 H -0.002 2.643 0.286
14 H -0.281 0.499 2.077
15 H -2.015 0.060 0.757
16 H -1.498 1.325 -0.503
17 H -0.108 -0.036 -1.732
18 H -2.340 -1.578 -0.688
19 H -2.357 -0.721 -2.004
20 H -1.520 -2.137 -2.056
21 H 0.206 -1.738 0.736
22 H 1.441 -0.838 -0.159
23 H 0.221 -3.249 -1.749
24 H 1.398 -3.284 -0.449
25 H 1.596 -2.457 -2.008

Löwdin atomic charge list, values in e, 6 entries:
1 C -0.08
2 C -0.23
3 N -0.10
4 C -0.22
5 C -0.29
6 N 0.17


ORCA calculation (wB97M-V/def2-TZVPD) on the ion C6H17N2 with charge +1 at a distorted geometry.

Output
Gap between HOMO and LUMO in eV: 10.9
Energy in eV: -9470.8123
Highest occupied orbital energy in eV: -13.56
Total charge: +1
Structure (SMILES): CCNC[C@H](C)[NH2+]C

Atoms and positions in Å:
1 C -0.743 -1.872 -1.396
2 C 0.487 -2.004 -0.480
3 N 1.235 -0.742 -0.421
4 C 1.295 0.006 0.799
5 C -0.069 0.759 0.995
6 C -1.149 -0.105 1.575
7 N -0.472 1.246 -0.400
8 C -0.278 2.712 -0.549
9 H -0.980 -2.791 -1.921
10 H -0.715 -1.031 -2.090
11 H -1.669 -1.751 -0.831
12 H 1.077 -2.789 -0.887
13 H 0.121 -2.269 0.504
14 H 2.140 -0.788 -0.845
15 H 1.481 -0.423 1.792
16 H 1.992 0.795 0.669
17 H 0.154 1.592 1.643
18 H -0.800 -0.598 2.500
19 H -1.467 -1.074 1.184
20 H -2.028 0.440 1.921
21 H 0.223 0.704 -0.946
22 H -1.412 0.909 -0.570
23 H 0.428 2.965 -1.314
24 H 0.095 3.164 0.358
25 H -1.192 3.192 -0.887

Löwdin atomic charge list, values in e, 6 entries:
1 C -0.08
2 C -0.21
3 N -0.08
4 C -0.16
5 C -0.28
6 C -0.05


ORCA calculation (wB97M-V/def2-TZVPD) on the ion C6H17N2Si with charge +1 at a distorted geometry.

Output
Gap between HOMO and LUMO in eV: 9.3
Energy in eV: -17349.0759
Highest occupied orbital energy in eV: -12.70
Total charge: +1
Structure (SMILES): C[Si](C)(C)N1CC[NH2+]C1

Atoms and positions in Å:
1 C 1.336 0.587 -2.164
2 Si 1.141 0.599 -0.307
3 C 2.326 -0.724 0.203
4 C 1.427 2.371 0.310
5 N -0.496 -0.070 0.039
6 C -0.988 -1.403 -0.340
7 C -2.478 -1.302 -0.096
8 N -2.530 -0.499 1.215
9 C -1.219 0.172 1.381
10 H 0.608 1.191 -2.717
11 H 2.362 0.985 -2.334
12 H 1.310 -0.297 -2.713
13 H 2.206 -1.760 -0.060
14 H 3.322 -0.432 -0.200
15 H 2.507 -0.835 1.341
16 H 2.409 2.710 0.061
17 H 0.852 3.118 -0.221
18 H 1.047 2.321 1.354
19 H -0.543 -2.122 0.283
20 H -0.755 -1.472 -1.318
21 H -2.870 -0.858 -0.966
22 H -2.991 -2.205 0.081
23 H -3.336 0.167 1.481
24 H -2.672 -1.210 1.932
25 H -0.669 -0.289 2.239
26 H -1.305 1.256 1.517

Löwdin atomic charge list, values in e, 6 entries:
1 C -0.18
2 Si 0.48
3 C -0.19
4 C -0.14
5 N -0.17
6 C -0.18